Run i
The molecule C9H6O2. Source: the Open Molecules 2025 dataset; level of theory: the ωB97M-V functional and the def2-TZVPD basis.

```
17
Properties=species:S:1:pos:R:3:lowdin_charge:R:1
O 2.58465 -3.16091 -0.88838 0.054
C 2.71449 -1.98191 -0.73950 -0.166
C 1.45518 -1.12295 -0.67079 -0.298
C 0.23165 -1.57784 -0.39236 0.073
C -0.59223 -0.40788 0.00573 -0.155
C -1.83454 -0.10196 0.42097 -0.038
C -2.24027 1.20799 0.71022 -0.122
C -1.36160 2.15907 0.50189 -0.137
C -0.00953 1.94651 0.14900 0.025
C 0.27060 0.62403 -0.28657 -0.187
O 1.49128 0.15845 -0.71173 0.108
H 3.81087 -1.58885 -0.57267 0.156
H 0.06208 -2.71625 -0.22815 0.160
H -2.63057 -0.84355 0.66539 0.128
H -3.29138 1.38247 1.05773 0.128
H -1.41777 3.30010 0.88557 0.154
H 0.75708 2.72350 0.09363 0.117
```

SMILES = O=Cc1cc2ccccc2o1
HOMO level = -0.3241 Ha
HOMO-LUMO gap = 8.80 eV

=====

Run ii
The molecule C9H6O2. Source: the Open Molecules 2025 dataset; level of theory: the ωB97M-V functional and the def2-TZVPD basis.

```
17
Properties=species:S:1:pos:R:3:lowdin_charge:R:1
O -0.37590 1.62041 2.67138 0.133
C 0.14238 1.35020 1.59191 -0.265
O 1.31613 1.97711 0.97940 -0.003
C 2.31892 1.16082 0.35173 -0.019
C 1.98167 -0.00067 -0.30139 -0.056
C 0.68902 -0.29604 -0.31282 -0.197
C 0.09127 -1.53447 -0.84183 0.007
C -1.27385 -1.60211 -0.98449 -0.065
C -2.10511 -0.58554 -0.37218 -0.128
C -1.69750 0.50544 0.24713 -0.051
C -0.30810 0.46708 0.35195 -0.054
H 3.25355 1.38415 0.67215 0.084
H 2.80836 -0.57584 -0.86935 0.163
H 0.67529 -2.15992 -1.38842 0.071
H -1.97695 -2.02151 -1.77380 0.124
H -3.14697 -0.65590 -0.92267 0.134
H -2.39221 0.96678 0.90130 0.121
```

SMILES = O=c1occc2ccccc12
HOMO level = -0.3123 Ha
HOMO-LUMO gap = 8.33 eV

=====

Run iii
The molecule C9H6O2. Source: the Open Molecules 2025 dataset; level of theory: the ωB97M-V functional and the def2-TZVPD basis.

```
17
Properties=species:S:1:pos:R:3:lowdin_charge:R:1
O -0.96499 2.31718 0.90241 0.133
C -0.88150 1.36035 0.13404 -0.371
O -1.53323 1.18484 -1.12909 0.037
C -0.64929 0.79537 -2.16711 -0.018
C 0.37659 -0.11128 -1.92455 -0.021
C 0.44279 -0.61800 -0.62647 -0.153
C 1.22216 -1.76406 -0.32252 -0.023
C 1.36731 -2.13170 1.01904 -0.069
C 0.75689 -1.37070 2.06443 -0.036
C 0.10229 -0.12700 1.72204 0.001
C -0.10016 0.24030 0.42795 -0.122
H -0.81203 1.31965 -3.05748 0.103
H 0.88882 -0.50119 -2.73085 0.093
H 1.58739 -2.29506 -1.16975 0.102
H 2.06923 -3.00467 1.18951 0.120
H 0.89857 -1.57371 3.12288 0.095
H -0.46881 0.39914 2.49804 0.129
```

SMILES = O=c1occc2ccccc12
HOMO level = -0.3155 Ha
HOMO-LUMO gap = 8.35 eV

=====

Name the least stable of them. run ii.

=====

Run i
A structure of composition C2HClNO3. Source: the Open Molecules 2025 dataset; level of theory: the ωB97M-V functional and the def2-TZVPD basis.

```
8
Properties=species:S:1:pos:R:3:lowdin_charge:R:1
C 0.89989 0.46474 0.33943 -0.222
C -1.70128 -1.23062 -1.46470 -0.789
N 1.71201 -0.71014 0.89054 0.014
O -1.52023 -0.24153 -0.84402 0.014
O 0.56753 1.53531 0.00683 0.131
O -2.43474 -1.97978 -2.02511 0.017
Cl 0.37679 -1.98454 -2.02017 -0.055
H 1.74899 -1.33786 0.11520 -0.109
```

Charge = -1
HOMO level = -0.1917 Ha
HOMO-LUMO gap = 8.91 eV

=====

Run ii
A cluster of 4 separate species, C2HClNO3 in total. Source: the Open Molecules 2025 dataset; level of theory: the ωB97M-V functional and the def2-TZVPD basis.

```
8
Properties=species:S:1:pos:R:3:lowdin_charge:R:1
C -1.58166 0.71418 -0.77021 -0.018
C 3.05467 -1.49459 0.50657 -0.696
N -4.57784 1.33258 -0.48390 0.118
O 3.05764 -2.12891 -0.48444 0.064
O -1.41431 1.09672 0.29415 -0.011
O 2.99895 -1.15456 1.61810 0.062
Cl 2.08985 0.66853 -0.37436 -0.351
H -3.62732 0.96605 -0.30591 -0.167
```

Charge = -1
HOMO level (spin up / spin down) = -0.1567 / -0.1567 Ha
HOMO-LUMO gap (spin up / spin down) = 5.28 / 5.29 eV

=====

Name the least stable of them. run ii.

=====

Run i
A cluster of 2 separate species, C3H3F3S in total. Source: the Open Molecules 2025 dataset; level of theory: the ωB97M-V functional and the def2-TZVPD basis.

```
10
Properties=species:S:1:pos:R:3:lowdin_charge:R:1
C -1.64049 0.79168 -0.37323 -0.384
C -1.72373 0.21010 -1.57475 -0.051
C 1.89181 -0.62522 0.81925 -0.516
F -0.76212 0.51883 0.60739 0.025
F -2.59647 1.48341 0.26087 0.099
F -2.59426 0.29813 -2.47910 0.139
S 1.29591 -1.01740 -0.83988 0.653
H 1.82993 -1.41510 1.55331 0.033
H 1.35879 0.20320 1.11144 -0.025
H 2.94062 -0.44762 0.91471 0.027
```

HOMO level (spin up / spin down) = -0.3199 / -0.3183 Ha
HOMO-LUMO gap (spin up / spin down) = 5.29 / 5.25 eV

=====

Run ii
A cluster of 2 separate species, C3H3F3S in total. Source: the Open Molecules 2025 dataset; level of theory: the ωB97M-V functional and the def2-TZVPD basis.

```
10
Properties=species:S:1:pos:R:3:lowdin_charge:R:1
C 0.70217 0.43629 -0.00322 -0.671
C 1.13705 -0.91137 0.30269 -0.162
C -1.45655 0.58653 -0.18284 -0.561
F -2.08977 -0.50344 0.26965 0.119
F -1.76198 0.78655 -1.43772 0.148
F -1.75573 1.63997 0.52023 0.143
S 1.55222 1.74180 -0.38970 0.741
H 1.16601 -1.04461 1.29842 0.043
H 0.40291 -1.60643 -0.33500 0.145
H 2.10366 -1.12529 -0.04251 0.055
```

HOMO level = -0.3230 Ha
HOMO-LUMO gap = 8.40 eV

=====

Name the least stable of them. run i.

=====

Run i
The ion C3H7O2 with charge -1. Source: the Open Molecules 2025 dataset; level of theory: the ωB97M-V functional and the def2-TZVPD basis.

```
12
Properties=species:S:1:pos:R:3:lowdin_charge:R:1
C -1.60686 -0.14470 -0.89941 -0.290
O -0.34478 -0.59083 -0.60472 -0.278
C 0.47060 0.60718 0.32603 -0.614
C 1.59032 -0.33076 0.81848 -0.090
O 0.75196 1.62586 -0.34628 -0.161
H -1.98962 -0.74225 -1.74842 0.056
H -1.62950 0.88989 -1.28151 0.063
H -2.34290 -0.22194 -0.08051 0.053
H -0.34359 0.64181 1.08389 0.099
H 1.06140 -1.14658 1.31873 0.052
H 2.08413 -0.77377 -0.04671 0.058
H 2.29885 0.18610 1.46043 0.052
```

Charge = -1
SMILES = CO[C@@H](C)[O-]
HOMO level = -0.1175 Ha
HOMO-LUMO gap = 7.82 eV

=====

Run ii
The ion C3H7O2 with charge -1. Source: the Open Molecules 2025 dataset; level of theory: the ωB97M-V functional and the def2-TZVPD basis.

```
12
Properties=species:S:1:pos:R:3:lowdin_charge:R:1
O 1.48772 1.98502 -0.93099 -0.361
C 0.43360 1.45790 -0.32892 -0.592
C 0.16901 -0.11092 -0.56704 -0.212
C -0.50581 -0.73063 0.62451 -0.323
O -0.88664 -2.10030 0.47859 -0.099
H -0.54982 1.95878 -0.55038 0.069
H 0.45036 1.53293 0.81258 0.068
H -0.40474 -0.10284 -1.49572 0.091
H 1.17639 -0.49503 -0.74419 0.091
H 0.17231 -0.56332 1.46848 0.103
H -1.44111 -0.20540 0.82842 0.111
H -0.10128 -2.62617 0.40468 0.053
```

Charge = -1
SMILES = [O-]CCCO
HOMO level = -0.0807 Ha
HOMO-LUMO gap = 5.96 eV

=====

Run iii
A cluster of 3 separate species, C3H7O2 in total. Source: the Open Molecules 2025 dataset; level of theory: the ωB97M-V functional and the def2-TZVPD basis.

```
12
Properties=species:S:1:pos:R:3:lowdin_charge:R:1
C 0.35339 -0.47780 -2.18478 -0.146
O -0.31059 -0.48209 -3.19026 -0.049
H 1.36900 -0.03598 -2.17108 0.068
H 0.02292 -0.64295 -1.14342 0.058
H -4.98012 1.59405 1.63389 -0.003
C 0.86005 -0.53821 1.44127 -0.172
C 1.94367 -0.12090 0.64881 -0.570
O 2.00284 0.96336 0.00900 -0.183
H 0.26127 -1.41014 1.18706 -0.031
H 0.38472 0.22862 2.04411 -0.034
H 2.73395 -0.91512 0.68817 0.059
H -4.64110 1.83716 1.03725 0.002
```

Charge = -1
HOMO level = -0.0717 Ha
HOMO-LUMO gap = 5.96 eV

=====

Run iv
The ion C3H7O2 with charge -1. Source: the Open Molecules 2025 dataset; level of theory: the ωB97M-V functional and the def2-TZVPD basis.

```
12
Properties=species:S:1:pos:R:3:lowdin_charge:R:1
O 1.42796 -0.89989 1.01905 -0.397
C 1.30663 0.41681 0.85392 -0.491
C -0.24045 0.71383 0.15549 -0.170
C -0.59750 -0.59754 -0.46819 -0.345
O -1.31259 -0.42943 -1.70024 -0.177
H 2.10730 0.82483 0.19958 0.063
H 1.15537 0.92298 1.83634 0.056
H -0.99565 0.92646 0.83176 0.044
H 0.19313 1.51433 -0.51833 0.095
H 0.36367 -1.13861 -0.71772 0.110
H -1.20284 -1.27313 0.11394 0.097
H -2.20501 -0.98064 -1.60561 0.116
```

Charge = -1
SMILES = [O-]CCCO
HOMO level = -0.0698 Ha
HOMO-LUMO gap = 5.87 eV

=====

Name the least stable of them. run iii.

=====

Run i
A cluster of 2 separate species, CH5NP2 in total. Source: the Open Molecules 2025 dataset; level of theory: the ωB97M-V functional and the def2-TZVPD basis.

```
9
Properties=species:S:1:pos:R:3:lowdin_charge:R:1
C -1.07774 -1.22790 0.39031 -0.438
N 0.92922 0.72926 -0.90184 -0.603
P 1.58754 2.08642 -0.85560 0.501
P -0.91525 0.61475 0.66019 0.791
H -1.84553 -1.71135 1.04454 0.040
H -0.15885 -1.74098 0.57427 0.001
H -1.06128 -1.51131 -0.65120 0.016
H 2.55360 1.98602 -1.99099 -0.159
H -0.01170 0.77508 1.73031 -0.149
```

HOMO level (spin up / spin down) = -0.3054 / -0.3053 Ha
HOMO-LUMO gap (spin up / spin down) = 7.68 / 7.68 eV

=====

Run ii
A structure of composition CH5NP2. Source: the Open Molecules 2025 dataset; level of theory: the ωB97M-V functional and the def2-TZVPD basis.

```
9
Properties=species:S:1:pos:R:3:lowdin_charge:R:1
C -0.78932 0.65473 1.29338 -0.265
N -0.21132 0.98114 2.24913 0.061
P -0.04448 -1.01004 -0.17502 0.372
P 0.28780 0.07482 -2.00539 0.427
H 0.37676 1.10736 3.04289 0.078
H 0.33889 -2.22139 -0.78392 -0.171
H -1.38473 -1.25602 -0.43234 -0.133
H -0.18513 1.28535 -1.49384 -0.187
H 1.61153 0.38404 -1.69489 -0.181
```

HOMO level = -0.3000 Ha
HOMO-LUMO gap = 9.15 eV

=====

Name the least stable of them. run i.